Formula: C15H15F2NO7
Source: OMol25
Level of theory: wB97M-V/def2-TZVPD

```
! RIJCOSX wB97M-V def2-TZVPD def2/J DEFGRID3
* xyz 0 1
C 2.44 -3.14 1.14
C 2.87 -3.20 -0.15
C 3.97 -2.37 -0.68
O 4.33 -2.40 -1.82
O 4.51 -1.52 0.24
C 4.33 -0.12 -0.03
C 2.87 0.32 -0.20
C 2.55 1.61 0.58
C 1.09 1.75 1.00
C 0.10 1.43 -0.13
C -1.35 1.44 0.39
C -2.31 1.05 -0.69
C -3.36 0.24 -0.60
N -3.78 -0.40 0.61
C -4.59 0.55 1.36
O -4.41 0.86 2.48
F -5.56 1.07 0.60
C -4.49 -1.61 0.38
O -4.15 -2.48 -0.32
F -5.58 -1.67 1.16
C -4.05 0.14 -1.92
O -5.03 -0.46 -2.21
O -3.35 0.94 -2.78
C -2.28 1.52 -2.11
O -1.55 2.27 -2.65
H 1.42 -2.85 1.39
H 3.08 -3.40 1.98
H 2.40 -3.91 -0.83
H 4.91 0.15 -0.91
H 4.78 0.41 0.81
H 2.74 0.52 -1.27
H 2.19 -0.48 0.08
H 3.17 1.61 1.48
H 2.85 2.47 -0.03
H 0.93 2.80 1.26
H 0.87 1.14 1.88
H 0.30 0.45 -0.56
H 0.21 2.18 -0.91
H -1.62 2.41 0.80
H -1.45 0.69 1.18
*
```

The structure (SMILES) is C=CC(=O)OCCCCCCC1=C(N(C(=O)F)C(=O)F)C(=O)OC1=O. The calculation puts the gap between HOMO and LUMO at 0.2845 Eh.

Formula: C15H15N2O5Pb
Source: OMol25
Level of theory: wB97M-V/def2-TZVPD

```
! RIJCOSX wB97M-V def2-TZVPD def2/J DEFGRID3
* xyz 1 1
Pb -0.17 0.16 0.10
C -0.39 -3.39 -0.75
C -0.28 -3.14 0.65
C -1.21 -2.18 0.97
C -1.92 -1.80 -0.30
C -1.37 -2.57 -1.32
H 0.19 -4.13 -1.29
H 0.40 -3.63 1.33
H -1.50 -1.85 1.96
H -2.84 -1.23 -0.34
H -1.66 -2.56 -2.36
N 3.25 -0.48 -2.91
C 2.41 -0.27 -1.90
O 1.28 -0.76 -1.86
C 2.92 0.57 -0.75
C 1.85 1.39 -0.08
H 2.96 -1.08 -3.67
H 4.17 -0.09 -2.94
H 3.70 1.24 -1.13
H 3.40 -0.11 -0.04
H 1.49 2.24 -0.66
H 2.02 1.62 0.97
O -0.18 0.82 2.36
C -0.68 1.84 2.87
C -1.41 2.88 2.23
C -1.87 3.91 3.08
C -2.61 4.93 2.59
C -2.95 4.98 1.22
C -2.52 3.99 0.38
C -1.73 2.92 0.84
O -1.32 2.04 -0.04
N -3.08 5.99 3.49
O -2.75 5.92 4.66
O -3.75 6.88 3.01
H -0.54 1.97 3.95
H -1.64 3.89 4.14
H -3.55 5.80 0.87
H -2.77 4.01 -0.67
*
```

The calculation puts the energy above the lowest of the compared OMol25 structures with the same formula, charge and spin at 12.03 kcal/mol. The calculation puts the gap between HOMO and LUMO (alpha / beta) at 0.2228 / 0.2232 Eh.

Formula: C15H15N3O3S3
Source: OMol25
Level of theory: wB97M-V/def2-TZVPD

```
! RIJCOSX wB97M-V def2-TZVPD def2/J DEFGRID3
* xyz 0 1
O -2.38 0.94 -1.43
O -0.43 3.07 -3.13
S -2.30 5.57 0.16
O 2.94 -4.27 1.82
S -1.78 3.01 1.66
S -0.25 0.63 2.73
C -1.90 1.82 -0.74
C -1.48 3.66 -3.28
C -2.11 3.89 0.19
C -1.40 1.60 0.62
C -0.58 0.58 1.01
C 2.13 -2.60 3.46
C 1.44 -1.41 3.69
C 1.52 -2.53 1.13
C 2.18 -3.16 2.16
C 0.71 -0.86 2.61
C 0.71 -1.39 1.33
N -2.39 3.79 -2.26
N -2.26 3.14 -0.95
N -0.05 -0.57 0.45
C 3.73 -4.92 2.83
C -1.78 4.32 -4.65
C -0.86 -1.84 -1.55
C 0.09 -0.77 -0.99
H 2.61 -3.02 4.34
H 1.42 -1.00 4.69
H 1.61 -2.95 0.15
H -3.22 4.35 -2.41
H 4.28 -5.79 2.37
H 4.50 -4.26 3.21
H 3.11 -5.23 3.65
H -2.83 4.46 -4.82
H -1.25 5.26 -4.74
H -1.46 3.65 -5.47
H -0.52 -2.85 -1.24
H -1.88 -1.69 -1.13
H -0.89 -1.77 -2.64
H -0.10 0.14 -1.56
H 1.13 -1.01 -1.23
*
```

The structure (SMILES) is CCN1/C(=C2/SC(=S)N(NC(C)=O)C2=O)Sc2ccc(OC)cc21. The calculation puts the energy above the lowest of the compared OMol25 structures with the same formula, charge and spin at 49.58 kcal/mol. The calculation puts the gap between HOMO and LUMO at 0.2727 Eh.

Formula: C15H15N3O4S2
Source: OMol25
Level of theory: wB97M-V/def2-TZVPD

```
! RIJCOSX wB97M-V def2-TZVPD def2/J DEFGRID3
* xyz 0 1
C -2.37 -4.35 -2.61
N -1.21 -3.81 -3.28
S -1.55 -2.51 -4.29
O -0.40 -2.35 -5.14
O -2.84 -2.66 -4.90
C -1.61 -1.19 -3.09
C -2.83 -0.69 -2.68
C -2.86 0.30 -1.72
C -1.67 0.79 -1.16
C -0.45 0.29 -1.62
C -0.42 -0.70 -2.58
H 0.51 -1.09 -2.96
H 0.48 0.72 -1.27
N -1.77 1.79 -0.21
C -0.92 2.16 0.80
N 0.04 1.26 1.14
C 1.10 1.33 2.04
C 1.70 0.13 2.39
C 2.78 0.08 3.27
C 3.24 1.27 3.77
C 2.64 2.48 3.41
C 1.58 2.55 2.55
H 1.13 3.49 2.28
O 3.29 3.51 4.04
C 4.30 2.91 4.82
O 4.27 1.51 4.64
H 5.28 3.30 4.51
H 4.13 3.15 5.88
H 3.24 -0.86 3.54
H 1.33 -0.80 1.98
H -0.10 0.33 0.75
S -1.22 3.59 1.55
H -2.60 2.37 -0.25
H -3.80 0.71 -1.39
H -3.73 -1.07 -3.13
H -0.69 -4.51 -3.80
H -3.16 -4.63 -3.31
H -2.08 -5.22 -2.01
H -2.75 -3.58 -1.94
*
```

The structure (SMILES) is CNS(=O)(=O)c1ccc(NC(=S)Nc2ccc3c(c2)OCO3)cc1. The calculation puts the energy above the lowest of the compared OMol25 structures with the same formula, charge and spin at 40.43 kcal/mol. The calculation puts the gap between HOMO and LUMO at 0.2927 Eh.

Formula: C15H15N5O
Source: OMol25
Level of theory: wB97M-V/def2-TZVPD

```
! RIJCOSX wB97M-V def2-TZVPD def2/J DEFGRID3
* xyz 0 1
C 4.38 -1.15 1.57
C 4.49 0.25 0.90
C 4.33 0.34 -0.64
N 2.95 -0.32 -1.03
C 1.67 0.05 -1.03
N 0.73 -0.75 -1.28
N 1.42 -1.83 -1.55
N 2.72 -1.49 -1.66
N 1.36 1.50 -0.47
C 0.21 2.01 -0.13
O 0.04 3.46 -0.01
C -1.06 1.22 -0.04
C -2.13 1.21 -0.68
C -3.23 0.62 -0.37
C -4.50 0.75 -1.18
C -5.61 -0.12 -0.74
C -5.37 -1.38 0.01
C -4.26 -1.52 0.68
C -3.02 -0.50 0.37
C -1.92 -0.79 1.21
C -0.88 0.00 0.82
H -0.02 -0.07 1.58
H -1.81 -1.58 1.80
H -4.19 -2.28 1.41
H -6.25 -1.71 -0.16
H -6.40 0.12 -1.38
H -4.57 1.45 -1.69
H -2.21 2.42 -1.23
H 2.10 2.10 -0.30
H 4.31 1.22 -0.96
H 4.94 -0.29 -1.13
H 5.25 0.72 1.01
H 3.57 0.89 1.38
H 5.13 -1.86 1.05
H 3.37 -1.73 1.25
H 4.48 -0.92 2.60
*
```

The calculation puts the energy above the lowest of the compared OMol25 structures with the same formula, charge and spin at 316.63 kcal/mol. The calculation puts the gap between HOMO and LUMO at 0.3163 Eh.

Formula: C15H15NO3S
Source: OMol25
Level of theory: wB97M-V/def2-TZVPD

```
! RIJCOSX wB97M-V def2-TZVPD def2/J DEFGRID3
* xyz 0 1
C -0.34 -0.89 2.35
H -1.23 -1.44 2.62
H -0.53 0.18 2.49
H 0.47 -1.18 3.01
C 0.05 -1.18 0.90
N -1.05 -0.83 0.01
C -1.67 -1.71 -0.79
O -1.38 -2.89 -0.86
C -2.79 -1.10 -1.65
C -3.48 0.04 -0.99
C -3.28 1.38 -1.18
C -4.08 2.18 -0.34
C -4.86 1.45 0.49
S -4.65 -0.24 0.26
H -5.56 1.79 1.23
H -4.06 3.26 -0.35
H -2.60 1.77 -1.91
H -3.48 -1.90 -1.88
H -2.33 -0.76 -2.58
H -1.34 0.14 0.00
C 1.31 -0.45 0.50
C 1.33 0.93 0.42
C 2.47 1.64 0.07
C 3.60 0.91 -0.19
C 3.60 -0.48 -0.11
C 2.47 -1.18 0.23
H 2.47 -2.26 0.28
O 4.84 -0.96 -0.42
C 5.63 0.17 -0.71
O 4.85 1.34 -0.56
H 6.49 0.21 -0.01
H 6.01 0.11 -1.74
H 2.48 2.72 0.01
H 0.43 1.49 0.64
H 0.19 -2.26 0.77
*
```

The structure (SMILES) is C[C@@H](NC(=O)Cc1cccs1)c1ccc2c(c1)OCO2. The calculation puts the energy above the lowest of the compared OMol25 structures with the same formula, charge and spin at 25.77 kcal/mol. The calculation puts the gap between HOMO and LUMO at 0.3237 Eh.

Formula: C15H15NZr
Source: OMol25
Level of theory: wB97M-V/def2-TZVPD

```
! RIJCOSX wB97M-V def2-TZVPD def2/J DEFGRID3
* xyz 0 1
C 2.66 1.14 -2.93
C 1.51 1.90 -3.35
C 0.40 0.99 -3.48
C 0.87 -0.33 -3.12
C 2.27 -0.23 -2.79
Zr 0.88 1.06 -1.05
N 2.41 1.00 0.10
C 0.98 3.20 0.38
C 0.36 3.38 -0.86
H -0.59 1.24 -3.85
H 1.49 2.97 -3.58
H 0.28 -1.25 -3.16
H 2.93 -1.06 -2.56
H 3.67 1.55 -2.81
H 0.84 3.96 -1.67
H 2.02 3.45 0.56
H 3.24 0.69 0.61
H -0.74 3.37 -0.98
H 0.37 3.04 1.27
C -0.69 -0.12 -0.13
C -1.07 -0.85 0.82
C -1.58 -1.66 1.83
C -0.84 -2.79 2.27
C -1.38 -3.63 3.23
C -2.65 -3.37 3.77
C -3.37 -2.24 3.36
C -2.83 -1.38 2.39
H 0.15 -2.98 1.84
H -0.81 -4.51 3.56
H -3.07 -4.04 4.51
H -4.35 -2.01 3.78
H -3.37 -0.50 2.06
*
```

The calculation puts the gap between HOMO and LUMO at 0.2781 Eh.

Formula: C15H16AsBiF6N2O2PS
Source: OMol25
Level of theory: wB97M-V/def2-TZVPD

```
! RIJCOSX wB97M-V def2-TZVPD def2/J DEFGRID3
* xyz 2 2
Bi -0.76 -0.83 -0.32
O 0.90 2.94 0.41
C 0.13 2.08 0.16
O 0.45 0.77 0.24
C -1.30 2.37 -0.31
P -1.65 1.55 -1.90
C -3.40 1.50 -2.19
C -3.96 2.19 -3.28
C -5.34 2.22 -3.42
C -6.15 1.54 -2.51
C -5.59 0.85 -1.43
C -4.22 0.82 -1.27
C -0.72 2.23 -3.21
C 0.25 3.22 -2.99
C 0.94 3.73 -4.07
C 0.69 3.24 -5.35
C -0.25 2.24 -5.58
C -0.95 1.72 -4.51
H -1.46 3.45 -0.42
H -2.02 2.00 0.43
H -3.34 2.72 -3.98
H -5.78 2.77 -4.23
H -7.22 1.56 -2.63
H -6.23 0.34 -0.73
H -3.80 0.28 -0.44
H 0.46 3.59 -2.00
H 1.67 4.52 -3.92
H 1.25 3.64 -6.19
H -0.42 1.87 -6.58
H -1.68 0.94 -4.67
F -0.31 -1.46 1.80
As -1.84 -2.44 2.36
F -2.66 -1.04 1.66
F -0.74 -3.67 2.76
F -3.25 -3.31 2.62
F -1.74 -1.67 3.85
F -1.74 -3.00 0.66
N 2.66 -2.06 1.18
C 1.83 -2.76 0.44
N 1.41 -3.95 0.79
S 1.32 -2.08 -1.11
H 2.99 -2.39 2.08
H 2.96 -1.14 0.89
H 1.66 -4.38 1.67
H 0.76 -4.45 0.20
*
```

The calculation puts the energy above the lowest of the compared OMol25 structures with the same formula, charge and spin at 21.19 kcal/mol. The calculation puts the gap between HOMO and LUMO (alpha / beta) at 0.2855 / 0.2027 Eh.

Formula: C15H16AuN5O2S2
Source: OMol25
Level of theory: wB97M-V/def2-TZVPD

```
! RIJCOSX wB97M-V def2-TZVPD def2/J DEFGRID3
* xyz 2 3
Au 1.39 0.91 0.23
C 6.18 3.18 0.93
S 4.74 4.16 0.73
C 3.34 3.20 0.77
S 3.50 1.51 1.10
N 2.17 3.90 0.66
N 1.13 3.06 0.37
C -0.04 3.60 0.43
C -1.16 2.81 -0.12
C -2.46 3.27 -0.22
C -3.45 2.39 -0.80
C -3.03 1.19 -1.32
C -1.64 0.80 -1.12
N -0.77 1.59 -0.50
H 6.29 2.46 0.14
H 6.24 2.63 1.91
H 7.01 3.86 0.87
H -0.13 4.63 0.74
H -2.74 4.21 0.26
H -4.50 2.64 -0.85
H -3.69 0.48 -1.81
H -1.26 -0.12 -1.50
O -4.46 -2.10 -0.64
C -3.92 -3.25 0.05
N -2.56 -2.92 0.28
C -1.53 -3.77 -0.12
O -1.67 -4.87 -0.60
C -0.16 -3.16 0.05
C 0.92 -4.04 -0.19
C 2.23 -3.47 -0.21
C 2.33 -2.11 -0.15
N 1.27 -1.30 0.01
C 0.08 -1.83 0.22
H -5.32 -1.85 -0.22
H -3.97 -4.15 -0.60
H -4.51 -3.47 0.98
H -2.28 -2.25 0.96
H 0.81 -5.08 -0.34
H 3.12 -4.01 -0.37
H 3.23 -1.64 -0.43
H -0.72 -1.10 0.42
*
```

The calculation puts the energy above the lowest of the compared OMol25 structures with the same formula, charge and spin at 0.00 kcal/mol. The calculation puts the gap between HOMO and LUMO (alpha / beta) at 0.2661 / 0.1820 Eh.

Formula: C15H16BrMnN4O3S
Source: OMol25
Level of theory: wB97M-V/def2-TZVPD

```
! RIJCOSX wB97M-V def2-TZVPD def2/J DEFGRID3
* xyz 2 5
Mn -0.09 -0.33 0.39
C 3.37 1.71 -1.20
C 2.13 1.26 -0.52
N 1.29 0.39 -0.95
N 1.46 -0.29 -2.12
C 0.62 -1.31 -2.39
N 0.81 -1.99 -3.51
S -0.69 -1.71 -1.36
C 1.78 1.79 0.83
C 2.49 2.79 1.45
C 2.10 3.19 2.73
C 1.03 2.56 3.34
C 0.36 1.55 2.66
N 0.73 1.18 1.43
H 3.53 1.28 -2.18
H 4.23 1.47 -0.58
H 3.33 2.80 -1.32
H 2.28 -0.11 -2.68
H 1.52 -1.77 -4.18
H 0.20 -2.77 -3.72
H 3.32 3.27 0.97
H 2.63 3.97 3.24
H 0.70 2.84 4.33
H -0.47 1.02 3.09
Br 2.45 -6.61 5.53
C 1.97 -5.21 4.38
C 0.69 -4.67 4.46
C 0.33 -3.65 3.61
C 1.25 -3.17 2.67
C 2.53 -3.72 2.59
C 2.89 -4.74 3.45
C 0.88 -2.10 1.76
O -0.32 -1.56 1.84
O 1.63 -1.62 0.87
H -0.01 -5.05 5.19
H -0.66 -3.22 3.66
H 3.24 -3.35 1.87
H 3.88 -5.18 3.40
O -2.13 0.04 0.94
H -2.50 -0.62 1.54
H -2.85 0.55 0.55
*
```

The calculation puts the energy above the lowest of the compared OMol25 structures with the same formula, charge and spin at 3.47 kcal/mol. The calculation puts the gap between HOMO and LUMO (alpha / beta) at 0.1957 / 0.2171 Eh.

Formula: C15H16IN2O3PtS4Sb
Source: OMol25
Level of theory: wB97M-V/def2-TZVPD

```
! RIJCOSX wB97M-V def2-TZVPD def2/J DEFGRID3
* xyz 0 5
Pt -0.14 -0.21 -0.24
C 0.47 -1.76 -4.73
C 1.08 -2.64 -3.67
N 1.58 -3.79 -4.02
C 2.12 -4.60 -3.08
C 2.16 -4.27 -1.75
C 2.81 -5.25 -0.80
O 1.86 -5.70 0.17
C 1.63 -3.02 -1.33
C 1.61 -2.74 0.08
N 1.17 -1.69 0.68
C 1.27 -1.61 2.09
C 2.47 -1.90 2.73
C 2.58 -1.80 4.11
C 1.48 -1.44 4.88
C 0.28 -1.15 4.25
C 0.18 -1.23 2.87
I -1.61 -0.61 1.93
C 1.08 -2.16 -2.31
O 0.58 -0.98 -2.11
H 0.62 -2.22 -5.71
H 0.92 -0.77 -4.71
H -0.60 -1.64 -4.55
H 2.52 -5.54 -3.43
H 3.66 -4.78 -0.31
H 3.18 -6.09 -1.39
H 2.13 -6.57 0.49
H 1.96 -3.55 0.73
H 3.33 -2.17 2.13
H 3.54 -1.99 4.59
H 1.57 -1.36 5.95
H -0.59 -0.87 4.84
S -3.88 1.92 0.77
Sb -2.41 3.72 0.66
S 1.09 1.71 0.66
S 0.30 3.34 -0.07
S -2.06 3.49 2.94
C -2.11 0.77 -3.01
O -1.19 1.23 -2.01
H -1.70 -0.08 -3.56
H -2.35 1.58 -3.71
H -3.02 0.47 -2.49
H -0.35 1.43 -2.44
*
```

The calculation puts the gap between HOMO and LUMO (alpha / beta) at 0.2619 / 0.2090 Eh.

Formula: C15H16N2O5S2
Source: OMol25
Level of theory: wB97M-V/def2-TZVPD

```
! RIJCOSX wB97M-V def2-TZVPD def2/J DEFGRID3
* xyz 0 1
C 4.47 -4.58 1.65
C 3.46 -4.47 2.78
H 3.85 -3.83 3.58
H 3.20 -5.46 3.18
O 2.22 -3.93 2.32
C 2.14 -2.59 2.23
O 3.04 -1.85 2.55
C 0.83 -2.14 1.72
C 0.65 -0.77 1.52
C -0.56 -0.28 1.05
C -1.60 -1.17 0.78
C -1.41 -2.53 0.98
C -0.21 -3.02 1.45
H -0.07 -4.08 1.60
H -2.22 -3.21 0.76
H -2.54 -0.80 0.41
N -0.69 1.10 0.88
C -1.69 1.78 0.29
O -2.77 1.34 -0.04
C -1.36 3.27 0.13
N -0.10 3.41 -0.57
S 0.04 2.60 -2.04
O 1.11 3.26 -2.72
O 0.13 1.20 -1.78
C -1.48 2.90 -2.89
C -1.90 4.07 -3.46
C -3.18 3.94 -4.04
C -3.68 2.68 -3.89
S -2.62 1.63 -3.04
H -4.63 2.31 -4.24
H -3.69 4.74 -4.55
H -1.31 4.97 -3.47
H 0.21 4.36 -0.68
H -2.19 3.74 -0.41
H -1.27 3.73 1.12
H 0.18 1.61 0.99
H 1.47 -0.11 1.73
H 5.38 -5.06 2.02
H 4.07 -5.18 0.84
H 4.72 -3.59 1.28
*
```

The structure (SMILES) is CCOC(=O)c1cccc(NC(=O)CNS(=O)(=O)c2cccs2)c1. The calculation puts the energy above the lowest of the compared OMol25 structures with the same formula, charge and spin at 30.74 kcal/mol. The calculation puts the gap between HOMO and LUMO at 0.3320 Eh.